*one*
The following is a quantum chemistry calculation of 2 unconnected molecules or ions with the total composition C5H10NO, from OMol25.

Calculated values
Molar mass, g mol⁻¹: 100.14
LUMO level, eV: -4.5
Spin multiplicity: 1
Charge: +1

Atoms and positions in Å:
C 2.22 -3.50 0.00
C 1.49 -2.45 0.06
C -1.25 3.00 -0.26
C -1.36 1.53 -0.58
C 0.71 -1.43 0.31
N -1.59 0.60 0.27
O 0.93 -0.05 0.07
H 2.05 -4.36 -0.60
H -1.50 3.25 0.79
H -0.15 3.18 -0.39
H -1.73 3.71 -0.95
H 3.03 -3.65 0.71
H -1.19 1.33 -1.62
H -0.27 -1.70 0.81
H -1.63 0.87 1.33
H -1.56 -0.41 0.13
H 1.81 0.08 -0.09

*two*
The following is a quantum chemistry calculation of a gas-phase ion, C5H10NO (charge +1), from OMol25.

Calculated values
Molar mass, g mol⁻¹: 100.14
LUMO level, eV: -3.4
Spin multiplicity: 1
Charge: +1

Atoms and positions in Å:
C 1.61 -2.33 -0.19
C 0.27 -1.71 -0.01
O -0.76 -2.16 0.40
C 0.02 0.11 -0.40
N -1.40 0.31 -0.27
C -0.51 1.10 0.61
C -0.41 2.51 0.23
H 1.92 -2.63 0.94
H 2.55 -1.87 -0.63
H 1.39 -3.32 -0.74
H 0.65 0.50 -1.21
H -1.91 0.88 -0.97
H -1.74 -0.62 0.03
H -0.55 0.94 1.64
H -1.08 2.65 -0.68
H 0.69 2.58 0.03
H -0.74 3.04 1.22

Relative to the most stable structure, the computed energies are *one* 5.5; *two* 0.0, all in kcal/mol.

*one*
The following is a quantum chemistry calculation of a gas-phase ion, C5H10NO (charge +1), from OMol25.

Calculated values
Molar mass, g mol⁻¹: 100.14
LUMO level, eV: -4.8
Spin multiplicity: 1
Charge: +1

Atoms and positions in Å:
C 2.89 0.23 -0.11
C 1.58 0.56 -0.05
N 0.36 -0.23 0.04
O 0.65 -1.67 0.06
C -0.94 -0.01 -0.02
C -1.86 -1.16 0.07
C -1.36 1.42 0.07
H 3.71 1.02 -0.28
H 3.22 -0.82 0.04
H 1.25 1.57 0.21
H 1.22 -2.00 -0.60
H -1.34 -2.04 -0.26
H -2.70 -0.96 -0.59
H -2.15 -1.14 1.12
H -0.61 2.10 -0.16
H -1.70 1.61 1.01
H -2.23 1.52 -0.54

*two*
The following is a quantum chemistry calculation of a molecular structure, C5H10NO, from OMol25.

Calculated values
Molar mass, g mol⁻¹: 100.14
LUMO level, eV: -7.1
Spin multiplicity: 1
Charge: +1

Atoms and positions in Å:
O -2.53 1.18 1.77
C -2.34 1.47 0.62
C -1.06 1.15 -0.09
C -0.21 0.06 0.58
C 0.75 -0.66 -0.46
C 1.53 -1.51 0.30
N 0.75 -0.37 -1.77
H -2.79 2.44 0.30
H -0.54 2.10 0.12
H -1.08 1.15 -1.18
H 0.41 0.61 1.29
H -0.49 -0.87 1.05
H 1.96 -0.88 1.08
H 2.27 -2.58 0.17
H 2.05 -3.09 0.73
H 1.39 0.27 -2.21
H -0.10 -0.47 -2.31

*three*
The following is a quantum chemistry calculation of a gas-phase ion, C5H10NO (charge +1), from OMol25.

Calculated values
Molar mass, g mol⁻¹: 100.14
LUMO level, eV: -5.1
Spin multiplicity: 1
Charge: +1

Atoms and positions in Å:
C -2.44 -0.36 -1.14
C -1.26 0.34 -1.78
N -0.24 0.53 -0.73
C 0.76 -0.21 -0.29
C 1.67 -0.31 0.84
C 2.09 0.39 2.00
O 3.03 -0.18 2.77
H -3.44 -0.42 -1.63
H -2.18 -1.29 -0.94
H -2.67 0.25 -0.23
H -1.52 1.26 -2.07
H -0.87 -0.35 -2.52
H -0.39 1.29 -0.10
H 0.81 -1.00 -0.93
H 2.11 -1.19 0.74
H 1.55 1.25 2.31
H 3.00 -0.01 3.70

Relative to the most stable structure, the computed energies are *one* 26.5; *two* 140.3; *three* 0.0, all in kcal/mol.

*one*
The following is a quantum chemistry calculation of a molecular structure, C4H6N2, from OMol25.

Calculated values
Molar mass, g mol⁻¹: 82.11
LUMO level, eV: 0.9
Spin multiplicity: 1
Charge: 0

Atoms and positions in Å:
C -1.12 0.92 -0.20
C -0.57 -0.20 0.62
N 0.12 -1.49 -0.58
C 0.84 -0.57 0.33
C 1.71 0.35 -0.41
N 2.38 1.11 -0.97
H -0.51 1.29 -1.04
H -2.13 0.69 -0.55
H -1.24 1.74 0.52
H -0.76 -1.72 -0.06
H -0.05 -1.07 -1.49
H 1.40 -1.11 1.09

*two*
The following is a quantum chemistry calculation of 2 unconnected molecules or ions with the total composition C4H6N2, from OMol25.

Calculated values
Molar mass, g mol⁻¹: 82.11
LUMO level, eV: 0.3
Spin multiplicity: 1
Charge: 0

Atoms and positions in Å:
C -1.32 0.96 -0.07
C -0.10 0.16 -0.16
C 1.17 0.01 -0.25
C 2.47 0.51 -0.33
N 3.52 0.99 -0.45
N 0.32 -1.21 -0.55
H -1.72 1.09 -1.09
H -2.09 0.48 0.54
H -1.10 1.95 0.34
H 0.22 -1.29 -1.57
H -1.00 -1.78 2.00
H -0.38 -1.87 1.60

*three*
The following is a quantum chemistry calculation of C4H6N2 in the gas phase, from OMol25.

Calculated values
Molar mass, g mol⁻¹: 82.11
LUMO level, eV: 1.1
Spin multiplicity: 1
Charge: 0

Atoms and positions in Å:
N 2.05 -0.04 -0.18
C 0.71 0.01 0.23
C -0.10 1.05 0.53
C -1.44 0.61 0.16
C -1.38 -0.70 -0.18
N -0.05 -1.17 -0.01
H 2.10 -0.82 -0.82
H 2.27 0.79 -0.72
H 0.21 2.05 0.83
H -2.27 1.28 -0.01
H -2.09 -1.34 -0.69
H -0.01 -1.72 0.85

Relative to the most stable structure, the computed energies are *one* 64.7; *two* 74.2; *three* 0.0, all in kcal/mol.

*one*
The following is a quantum chemistry calculation of a gas-phase ion, C3H10NS2 (charge +1), from OMol25.

Calculated values
Molar mass, g mol⁻¹: 124.25
LUMO level, eV: -3.4
Spin multiplicity: 1
Charge: +1

Atoms and positions in Å:
C 0.69 -1.85 0.41
C 0.57 -0.32 0.44
N 0.93 0.16 -0.99
C -0.82 0.17 0.75
S -0.78 2.01 0.93
S -1.41 2.58 -0.97
H 1.71 -2.12 0.62
H 0.00 -2.25 1.14
H 0.36 -2.27 -0.55
H 1.33 0.11 1.09
H 1.35 -0.57 -1.56
H 0.02 0.30 -1.45
H 1.35 1.09 -1.05
H -1.63 -0.07 0.07
H -1.12 -0.19 1.73
H -2.54 3.20 -0.60

*two*
The following is a quantum chemistry calculation of 2 unconnected molecules or ions with the total composition C3H10NS2, from OMol25.

Calculated values
Molar mass, g mol⁻¹: 124.25
LUMO level, eV: -5.0
Spin multiplicity: 1
Charge: +1

Atoms and positions in Å:
C 0.56 -1.22 0.95
C -0.11 0.12 0.69
C 0.68 0.96 -0.26
N -1.48 -0.01 0.11
S 0.73 0.51 -1.93
S -0.75 3.08 0.08
H 0.76 -1.76 0.03
H 1.51 -1.05 1.46
H -0.06 -1.84 1.60
H -0.21 0.67 1.63
H 1.54 1.46 0.14
H -2.13 -0.53 0.71
H -1.43 -0.49 -0.81
H -1.78 0.99 -0.03
H 1.67 1.36 -2.30
H -0.90 3.42 -1.20

Relative to the most stable structure, the computed energies are *one* 0.0; *two* 34.6, all in kcal/mol.